170
Properties=species:S:1:pos:R:3:forces:R:3:lowdin_charge:R:1 method="wB97M-V/def2-TZVPD" gap_ev=8.1 total_energy_ha=-3271.5845 charge=+1 largest_force_ev_per_a=1.1
C -2.285 1.014 -4.802 0.70 -0.04 0.76 -0.113
C -1.034 1.829 -4.395 -0.87 0.26 -0.67 -0.335
P -1.260 3.621 -4.394 0.92 0.29 0.44 1.081
C -2.116 4.210 -2.904 0.01 -0.32 -0.02 -0.282
C -2.787 3.094 -2.084 -0.35 0.41 -0.39 -0.227
C -3.943 3.594 -1.230 0.30 0.13 0.09 -0.201
C -3.562 4.771 -0.321 -0.91 -0.43 0.22 -0.189
C -3.359 4.346 1.130 0.60 0.53 0.33 -0.268
N -2.181 5.039 1.703 -0.47 -0.10 0.02 -0.005
C 0.375 4.444 -4.406 -0.09 -0.15 0.06 -0.273
C 1.554 3.558 -3.982 0.06 -0.13 -0.31 -0.242
C 2.281 2.859 -5.129 0.34 0.25 0.45 -0.195
C 3.374 1.895 -4.627 -0.13 -0.05 -0.71 -0.177
C 3.014 0.405 -4.684 -0.44 0.70 0.09 -0.185
C 2.219 -0.165 -3.517 0.65 -0.66 0.04 -0.202
C 2.964 -0.255 -2.183 -0.72 0.20 0.21 -0.184
C 2.915 1.018 -1.328 0.62 -0.08 0.17 -0.207
C 4.266 1.334 -0.699 -0.05 0.25 0.26 -0.166
C 4.297 2.687 0.047 -0.02 0.11 -0.30 -0.211
O 3.023 3.299 0.185 0.05 -0.08 0.14 -0.209
C 2.296 2.862 1.325 -0.20 -0.03 -0.45 -0.096
H -1.927 0.115 -5.283 -0.16 -0.17 -0.40 0.072
H -2.974 1.555 -5.436 -0.13 -0.01 -0.21 0.075
H -2.779 0.675 -3.902 -0.43 -0.01 0.05 0.060
H -0.687 1.567 -3.406 0.19 -0.14 0.25 0.086
H -0.251 1.622 -5.112 0.42 0.09 -0.05 0.065
H -1.948 4.015 -5.547 -0.11 -0.15 0.06 0.067
H -1.348 4.682 -2.302 0.25 0.12 0.05 0.087
H -2.801 5.008 -3.175 -0.26 0.05 -0.19 0.107
H -3.184 2.351 -2.766 0.05 -0.32 0.10 0.081
H -2.036 2.655 -1.437 0.18 -0.32 0.03 0.125
H -4.806 3.826 -1.845 -0.04 0.18 -0.30 0.114
H -4.249 2.752 -0.619 -0.19 -0.13 0.20 0.104
H -4.385 5.477 -0.339 -0.03 0.32 -0.07 0.113
H -2.688 5.306 -0.675 0.24 -0.02 -0.10 0.089
H -3.225 3.271 1.211 0.24 -0.21 -0.05 0.102
H -4.238 4.578 1.726 -0.35 -0.04 -0.09 0.100
H -2.385 5.208 2.683 0.30 0.00 0.01 0.065
H -2.126 5.962 1.284 0.04 0.02 0.09 0.062
H 0.303 5.259 -3.695 -0.25 0.24 0.09 0.088
H 0.564 4.906 -5.370 -0.02 -0.06 -0.26 0.098
H 1.286 2.839 -3.215 -0.26 -0.09 0.18 0.086
H 2.277 4.216 -3.514 0.14 0.11 0.23 0.125
H 1.606 2.380 -5.836 -0.11 -0.23 -0.02 0.089
H 2.789 3.641 -5.686 -0.08 0.19 -0.27 0.114
H 3.718 2.213 -3.648 0.07 -0.03 0.23 0.100
H 4.217 2.038 -5.296 0.25 -0.02 -0.05 0.110
H 2.418 0.265 -5.587 0.04 -0.12 -0.24 0.096
H 3.932 -0.153 -4.839 0.11 -0.30 0.19 0.114
H 1.270 0.338 -3.363 -0.23 0.30 -0.04 0.084
H 1.970 -1.187 -3.797 -0.19 -0.14 -0.10 0.109
H 3.980 -0.604 -2.330 0.30 0.07 -0.18 0.113
H 2.474 -1.036 -1.606 0.03 -0.24 0.10 0.109
H 2.191 0.902 -0.528 -0.30 -0.02 0.06 0.103
H 2.612 1.894 -1.888 -0.18 0.08 -0.23 0.075
H 4.567 0.532 -0.029 -0.01 -0.21 0.06 0.108
H 5.012 1.370 -1.491 0.16 -0.07 -0.08 0.107
H 4.905 3.378 -0.531 -0.04 0.24 -0.07 0.116
H 4.776 2.606 1.019 0.07 -0.12 0.23 0.116
H 2.689 1.930 1.723 0.18 -0.10 0.18 0.082
H 2.274 3.628 2.092 0.16 0.12 0.23 0.077
H 1.269 2.664 1.022 -0.16 0.04 -0.04 0.081
C 1.136 0.718 -10.140 0.01 0.02 -0.01 -0.091
C 0.651 0.860 -8.848 -0.02 -0.01 0.05 -0.108
C 0.253 -0.259 -8.129 0.01 0.06 0.03 -0.111
C 0.347 -1.522 -8.697 -0.02 -0.02 0.04 -0.091
C 0.834 -1.663 -9.988 0.00 0.00 -0.01 -0.084
C 1.226 -0.544 -10.710 0.00 0.00 0.01 -0.084
H 1.444 1.589 -10.702 0.00 0.00 0.00 0.103
H 0.584 1.846 -8.402 0.00 0.01 -0.02 0.088
H -0.131 -0.148 -7.120 0.01 -0.03 0.01 0.076
H 0.040 -2.394 -8.134 0.00 0.00 0.00 0.103
H 0.909 -2.647 -10.432 0.00 0.00 0.00 0.106
H 1.602 -0.656 -11.718 0.01 0.00 0.00 0.106
C 0.011 3.378 5.175 0.03 -0.01 -0.03 -0.095
C 0.750 3.410 6.349 0.02 -0.04 0.01 -0.092
C 1.589 4.484 6.611 -0.01 0.03 0.04 -0.099
C 1.679 5.533 5.706 -0.01 0.00 0.01 -0.107
C 0.938 5.502 4.533 0.02 -0.01 -0.01 -0.098
C 0.108 4.421 4.263 0.00 -0.02 0.01 -0.111
H -0.638 2.536 4.967 -0.01 0.00 0.01 0.099
H 0.678 2.596 7.058 0.00 0.00 0.00 0.102
H 2.175 4.502 7.521 0.00 0.01 0.00 0.107
H 2.332 6.371 5.914 -0.01 0.00 0.01 0.104
H 1.011 6.318 3.825 0.00 0.00 0.00 0.101
H -0.461 4.392 3.343 0.05 -0.01 -0.02 0.062
C -5.480 -0.994 -4.669 0.04 0.01 0.01 -0.116
C -5.934 -1.763 -3.607 0.01 0.02 0.02 -0.096
C -6.059 -3.138 -3.752 0.01 -0.01 0.00 -0.084
C -5.723 -3.742 -4.955 0.02 -0.01 0.02 -0.097
C -5.266 -2.972 -6.016 0.02 -0.02 -0.01 -0.097
C -5.147 -1.596 -5.875 0.04 0.04 0.01 -0.101
H -5.388 0.081 -4.557 -0.05 0.01 -0.01 0.089
H -6.193 -1.293 -2.667 -0.03 0.00 -0.01 0.100
H -6.420 -3.739 -2.927 0.00 0.00 0.00 0.106
H -5.820 -4.814 -5.068 -0.01 0.00 0.00 0.103
H -5.005 -3.444 -6.955 -0.01 0.00 -0.01 0.103
H -4.798 -0.995 -6.705 -0.02 -0.01 -0.01 0.099
C 6.919 4.032 6.429 -0.01 0.00 0.00 -0.095
C 7.198 2.674 6.364 0.00 0.01 0.01 -0.093
C 6.301 1.808 5.753 0.02 -0.03 0.00 -0.089
C 5.129 2.304 5.202 -0.01 -0.01 -0.02 -0.092
C 4.849 3.661 5.265 -0.02 0.02 -0.06 -0.098
C 5.742 4.526 5.881 0.01 -0.01 0.01 -0.094
H 7.617 4.706 6.908 0.00 0.00 0.00 0.101
H 8.116 2.290 6.790 0.00 0.00 0.01 0.101
H 6.515 0.747 5.706 -0.01 0.00 -0.01 0.100
H 4.431 1.629 4.723 0.00 -0.01 0.00 0.078
H 3.933 4.044 4.834 -0.01 0.01 0.01 0.083
H 5.523 5.585 5.934 0.01 0.00 -0.01 0.099
C -7.197 -6.358 -7.795 0.00 0.02 0.02 -0.101
C -7.673 -7.569 -8.279 0.02 -0.02 0.00 -0.096
C -9.030 -7.853 -8.221 -0.01 0.00 0.00 -0.094
C -9.912 -6.925 -7.684 0.00 -0.01 0.00 -0.093
C -9.436 -5.714 -7.203 -0.01 -0.01 0.01 -0.093
C -8.079 -5.431 -7.255 0.01 0.02 -0.01 -0.102
H -6.138 -6.137 -7.839 0.00 -0.01 -0.01 0.095
H -6.986 -8.291 -8.702 0.00 0.00 0.01 0.101
H -9.401 -8.799 -8.594 0.00 0.00 -0.01 0.102
H -10.971 -7.146 -7.642 0.00 0.00 0.00 0.102
H -10.124 -4.989 -6.786 0.00 0.00 0.00 0.101
H -7.707 -4.488 -6.876 -0.02 0.01 -0.01 0.082
C 5.453 -3.281 4.250 0.01 0.00 -0.02 -0.083
C 5.005 -3.091 5.550 0.05 -0.04 0.04 -0.083
C 4.139 -2.049 5.842 -0.02 0.06 0.03 -0.105
C 3.709 -1.199 4.832 -0.01 0.03 -0.02 -0.113
C 4.157 -1.388 3.531 0.00 -0.01 0.00 -0.102
C 5.031 -2.426 3.240 -0.01 0.01 -0.01 -0.094
H 6.130 -4.095 4.025 -0.01 -0.01 0.01 0.103
H 5.330 -3.759 6.337 0.01 -0.02 -0.02 0.088
H 3.794 -1.902 6.858 -0.01 0.00 0.00 0.104
H 3.026 -0.390 5.060 0.00 0.00 0.01 0.097
H 3.823 -0.724 2.743 0.00 0.01 -0.01 0.087
H 5.383 -2.571 2.227 0.00 0.00 0.00 0.099
C 7.580 -7.411 6.256 0.00 0.01 -0.01 -0.097
C 6.965 -8.575 5.816 0.00 -0.01 -0.01 -0.097
C 5.624 -8.800 6.094 0.00 0.01 -0.01 -0.094
C 4.895 -7.858 6.805 -0.01 -0.02 -0.02 -0.093
C 5.508 -6.693 7.243 0.00 0.06 0.02 -0.103
C 6.851 -6.471 6.972 -0.03 0.02 -0.02 -0.104
H 8.627 -7.237 6.042 0.00 0.00 0.01 0.100
H 7.533 -9.308 5.257 0.00 -0.01 0.01 0.100
H 5.147 -9.711 5.755 0.00 0.00 0.00 0.101
H 3.847 -8.031 7.020 0.00 0.01 0.01 0.091
H 4.937 -5.958 7.797 -0.02 -0.02 0.01 0.098
H 7.331 -5.563 7.318 0.01 0.00 0.01 0.100
C 1.397 -5.460 6.430 0.01 -0.01 0.00 -0.094
C 1.070 -6.337 7.456 0.02 0.00 0.00 -0.103
C 0.701 -5.844 8.700 0.00 0.00 0.01 -0.095
C 0.654 -4.474 8.918 0.01 0.00 0.01 -0.096
C 0.979 -3.597 7.891 0.01 0.00 0.00 -0.099
C 1.352 -4.090 6.649 -0.02 0.00 -0.03 -0.102
H 1.689 -5.844 5.461 0.01 0.00 0.00 0.102
H 1.102 -7.405 7.285 0.00 0.00 0.00 0.098
H 0.451 -6.528 9.501 -0.01 0.00 0.00 0.101
H 0.364 -4.090 9.887 0.00 0.00 0.00 0.101
H 0.942 -2.528 8.061 0.00 0.00 0.00 0.099
H 1.613 -3.407 5.850 0.00 -0.01 0.00 0.089
C -6.487 2.260 3.215 0.03 0.00 -0.02 -0.100
C -7.001 2.468 4.487 0.01 0.00 0.02 -0.092
C -7.903 3.499 4.711 0.00 0.00 -0.01 -0.089
C -8.296 4.319 3.662 0.00 0.01 0.01 -0.091
C -7.785 4.110 2.389 0.02 0.02 -0.03 -0.099
C -6.879 3.082 2.167 0.02 0.01 -0.01 -0.116
H -5.783 1.457 3.040 -0.01 -0.01 0.00 0.099
H -6.699 1.826 5.304 0.00 0.00 0.00 0.103
H -8.300 3.664 5.704 -0.01 -0.01 0.00 0.104
H -9.003 5.120 3.837 0.00 0.00 0.00 0.103
H -8.094 4.747 1.571 -0.01 0.00 0.00 0.099
H -6.477 2.921 1.173 -0.03 -0.02 -0.01 0.088